Density functional theory data (ωB97M-V with the def2-TZVPD basis set) for a molecular structure, C29H36BaBrN10OP.

* E: -4690.0515 hartree
* gap between HOMO and LUMO: 7.683 eV
* LUMO: -5.36 eV
* charge: +2
* ΔE to the lowest compared entry with this formula, charge and spin: 0.0 kcal/mol
* highest occupied orbital energy: -13.04 eV

Geometry as XYZ:
```
79
Properties=species:S:1:pos:R:3:mulliken_charge:R:1
Ba -0.058 0.812 -0.698 1.80
C 0.459 -0.051 5.284 -0.90
N 0.758 -0.297 3.875 0.32
C 1.916 -0.865 3.434 -0.92
C 1.822 -0.910 2.075 -0.68
N 0.636 -0.364 1.670 0.37
C 0.003 0.008 2.780 0.01
P -1.697 0.633 2.961 -0.66
C -1.655 2.285 2.220 -0.25
N -1.119 2.695 1.073 0.35
C -1.386 4.034 0.991 -0.98
C -2.092 4.437 2.086 -0.22
N -2.259 3.328 2.859 0.19
C -2.970 3.294 4.135 -0.81
C -2.572 -0.306 1.684 0.04
N -2.493 -0.162 0.367 0.02
C -3.380 -1.060 -0.160 -0.80
C -4.000 -1.749 0.842 -0.49
N -3.490 -1.262 2.009 0.19
C -3.846 -1.749 3.337 -0.92
H 1.182 0.649 5.698 0.33
H 0.504 -0.985 5.839 0.37
H -0.538 0.367 5.378 0.30
H 2.689 -1.182 4.113 0.55
H 2.548 -1.286 1.373 0.49
H -1.057 4.635 0.158 0.48
H -2.482 5.398 2.375 0.46
H -3.308 4.300 4.367 0.33
H -2.312 2.953 4.931 0.32
H -3.835 2.639 4.076 0.32
H -3.521 -1.159 -1.224 0.46
H -4.750 -2.522 0.829 0.49
H -4.912 -1.961 3.369 0.36
H -3.617 -0.990 4.080 0.33
H -3.294 -2.658 3.573 0.32
Br 4.604 3.076 5.116 -0.14
C 4.082 2.604 3.369 -0.23
C 2.762 2.754 2.984 -0.46
C 2.385 2.380 1.706 0.72
C 3.301 1.851 0.807 -0.21
C 4.637 1.756 1.195 -0.66
C 5.026 2.124 2.471 -0.80
N 2.766 1.433 -0.436 0.20
C 3.486 0.842 -1.299 0.07
C 2.983 0.409 -2.609 0.24
C 3.802 -0.400 -3.388 -0.62
C 3.373 -0.776 -4.651 -0.48
C 2.143 -0.321 -5.091 -0.71
C 1.385 0.470 -4.239 -0.42
N 1.777 0.831 -3.020 -0.19
H 2.039 3.169 3.674 0.61
H 1.357 2.519 1.397 0.31
H 5.399 1.397 0.515 0.35
H 6.062 2.039 2.769 0.47
H 4.544 0.632 -1.131 0.25
H 4.766 -0.718 -3.011 0.40
H 3.996 -1.397 -5.282 0.49
H 1.775 -0.560 -6.080 0.46
H 0.418 0.839 -4.562 0.53
C -0.204 -3.767 -4.322 -1.22
N -0.434 -3.026 -3.084 0.19
C 0.457 -3.364 -1.980 -1.04
C -1.035 -1.817 -3.058 0.20
O -0.685 -0.943 -2.216 -0.06
N -2.024 -1.577 -3.945 0.27
C -2.838 -2.629 -4.546 -1.24
C -2.520 -0.223 -4.137 -1.01
H 0.860 -3.988 -4.401 0.42
H -0.489 -3.171 -5.185 0.40
H -0.751 -4.709 -4.341 0.32
H 0.549 -4.447 -1.930 0.43
H 0.045 -3.007 -1.040 0.23
H 1.453 -2.933 -2.119 0.30
H -2.710 -3.564 -4.006 0.41
H -2.599 -2.783 -5.598 0.34
H -3.884 -2.333 -4.475 0.41
H -1.829 0.477 -3.686 0.16
H -3.508 -0.093 -3.689 0.36
H -2.595 -0.005 -5.203 0.39
```

=====

Density functional theory data (ωB97M-V with the def2-TZVPD basis set) for 2 unconnected molecules or ions with the total composition C6H8N2O2.

* E: -493.3552 hartree
* SMILES: O=c1cc[nH]c(=O)[nH]1.C=C
* gap between HOMO and LUMO: 9.996 eV
* LUMO: 0.31 eV
* ΔE to the lowest compared entry with this formula, charge and spin: 57.5 kcal/mol
* highest occupied orbital energy: -9.68 eV

Geometry as XYZ:
```
18
Properties=species:S:1:pos:R:3:mulliken_charge:R:1
O -1.885 1.921 0.879 -0.59
C -0.697 1.667 0.630 0.48
C 0.432 1.308 1.520 -0.49
C 1.490 0.598 1.022 -0.14
N 1.723 0.396 -0.336 0.02
C 0.802 0.800 -1.319 0.17
O 0.961 0.580 -2.521 -0.57
N -0.237 1.556 -0.729 -0.10
H 0.171 1.526 2.537 0.41
H 2.337 0.282 1.732 0.26
H 2.572 -0.139 -0.374 0.22
H -1.116 1.453 -1.358 0.30
C -0.772 -2.166 -0.796 -0.35
C -1.470 -1.912 0.299 -0.29
H -0.700 -1.299 -1.576 0.12
H -0.381 -3.307 -0.997 0.22
H -1.746 -0.669 0.193 0.05
H -1.483 -2.595 1.196 0.28
```

=====

Density functional theory data (ωB97M-V with the def2-TZVPD basis set) for a molecular structure, C2H5NO2.

* E: -284.3220 hartree
* gap between HOMO and LUMO: 10.416 eV
* LUMO: 0.53 eV
* ΔE to the lowest compared entry with this formula, charge and spin: 91.2 kcal/mol
* highest occupied orbital energy: -9.89 eV

Geometry as XYZ:
```
10
Properties=species:S:1:pos:R:3:mulliken_charge:R:1
C -0.963 0.277 -0.025 -0.27
C 0.443 -0.295 0.190 0.18
N 1.077 0.977 -0.244 -0.39
O -0.511 1.624 -0.164 -0.35
O 0.848 -1.355 -0.589 -0.53
H -1.431 -0.081 -0.948 0.19
H -1.661 0.182 0.809 0.22
H 0.655 -0.577 1.227 0.33
H 1.578 1.481 0.481 0.28
H 0.804 -1.091 -1.518 0.32
```

=====

Density functional theory data (ωB97M-V with the def2-TZVPD basis set) for a gas-phase ion, C3H6FN2O (charge +1).

* E: -402.1236 hartree
* gap between HOMO and LUMO (spin up / spin down): 8.145 / 6.811 eV
* LUMO (spin up / spin down): -4.01 / -4.93 eV
* charge: +1
* ΔE to the lowest compared entry with this formula, charge and spin: 68.9 kcal/mol
* highest occupied orbital energy (spin up / spin down): -12.16 / -11.74 eV

Geometry as XYZ:
```
13
Properties=species:S:1:pos:R:3:mulliken_charge:R:1
C 1.441 1.421 0.298 -0.09
C -0.198 -0.248 -0.236 -0.09
C 2.923 -0.421 -0.109 0.17
N 0.269 0.863 0.190 -0.47
N -1.634 -0.285 0.156 -0.20
O 2.663 0.825 0.023 -0.21
F 1.935 -1.352 0.029 -0.18
H 1.661 2.342 0.881 0.34
H 0.065 -0.923 -1.065 0.35
H 3.943 -0.735 -0.269 0.41
H -1.812 -1.065 0.699 0.32
H -2.309 -0.250 -0.558 0.32
H -1.752 0.488 0.743 0.34
```

=====

Density functional theory data (ωB97M-V with the def2-TZVPD basis set) for a single C25H30N4O3S molecule.

* E: -1813.6333 hartree
* SMILES: Cc1cc(C)cc(/N=C2\S[C@H](CC(=O)Nc3ccccc3)C(=O)N2CCN2CCOCC2)c1
* gap between HOMO and LUMO: 8.586 eV
* LUMO: 0.23 eV
* ΔE to the lowest compared entry with this formula, charge and spin: 5.2 kcal/mol
* highest occupied orbital energy: -8.35 eV

Geometry as XYZ:
```
63
Properties=species:S:1:pos:R:3:mulliken_charge:R:1
C 5.279 -1.871 1.475 -1.76
C 4.033 -1.038 1.530 0.53
C 4.094 0.276 1.977 -0.57
C 2.957 1.071 2.049 0.63
C 3.047 2.475 2.565 -1.87
C 1.743 0.537 1.656 -0.08
C 1.665 -0.771 1.181 0.19
N 0.408 -1.199 0.805 -0.03
C 0.090 -2.093 -0.009 0.31
S 1.130 -3.196 -0.988 -0.37
C -0.255 -3.586 -2.091 0.42
C -0.200 -2.777 -3.399 -1.11
C -0.281 -1.285 -3.079 0.26
O -1.334 -0.685 -3.087 -0.60
N 0.921 -0.749 -2.745 -0.02
C 1.200 0.500 -2.173 0.60
C 0.241 1.495 -2.022 -0.27
C 0.591 2.693 -1.424 -0.78
C 1.884 2.914 -0.984 -0.55
C 2.839 1.924 -1.140 -0.67
C 2.501 0.722 -1.728 -0.43
C -1.516 -3.205 -1.328 0.15
O -2.621 -3.569 -1.633 -0.65
N -1.226 -2.376 -0.283 0.23
C -2.276 -1.680 0.433 -1.51
C -2.448 -0.260 -0.120 -0.04
N -3.554 0.416 0.529 0.07
C -4.141 1.452 -0.304 -0.27
C -5.368 2.021 0.408 -0.74
O -5.030 2.559 1.666 -0.40
C -4.431 1.574 2.474 -0.82
C -3.183 0.990 1.811 -0.30
C 2.813 -1.559 1.134 -0.91
H 6.006 -1.421 0.800 0.35
H 5.737 -1.932 2.461 0.38
H 5.059 -2.877 1.129 0.34
H 5.047 0.684 2.284 0.41
H 3.937 2.971 2.184 0.38
H 3.109 2.469 3.654 0.43
H 2.170 3.049 2.277 0.35
H 0.841 1.128 1.689 0.62
H -0.243 -4.655 -2.310 0.49
H 0.710 -3.020 -3.949 0.36
H -1.073 -3.045 -3.998 0.48
H 1.720 -1.370 -2.764 0.30
H -0.763 1.329 -2.373 0.52
H -0.159 3.462 -1.306 0.42
H 2.148 3.854 -0.522 0.49
H 3.850 2.084 -0.799 0.39
H 3.244 -0.056 -1.835 0.29
H -2.005 -1.659 1.490 0.34
H -3.198 -2.245 0.288 0.38
H -2.663 -0.340 -1.188 0.37
H -1.499 0.288 -0.001 0.03
H -4.443 1.013 -1.256 0.39
H -3.424 2.269 -0.499 0.20
H -5.805 2.839 -0.167 0.37
H -6.111 1.220 0.533 0.37
H -4.176 2.063 3.416 0.35
H -5.147 0.761 2.664 0.39
H -2.764 0.213 2.451 0.33
H -2.430 1.790 1.687 0.25
H 2.749 -2.587 0.807 0.61
```

=====

Density functional theory data (ωB97M-V with the def2-TZVPD basis set) for 2 unconnected molecules or ions with the total composition C5H11NO.

* E: -327.0181 hartree
* SMILES: C=C/C=C/NC.O
* gap between HOMO and LUMO: 8.764 eV
* LUMO: 0.80 eV
* ΔE to the lowest compared entry with this formula, charge and spin: 71.0 kcal/mol
* highest occupied orbital energy: -7.97 eV

Geometry as XYZ:
```
18
Properties=species:S:1:pos:R:3:mulliken_charge:R:1
C -2.443 -0.695 0.438 -0.71
C -1.726 0.428 0.381 0.08
C -0.324 0.499 -0.049 -0.16
C 0.256 1.705 0.098 -0.19
N 1.535 2.189 0.027 -0.26
C 2.540 1.183 0.388 -0.96
H -3.533 -0.806 0.764 0.25
H -1.884 -1.562 0.009 0.11
H -2.237 1.336 0.767 0.19
H 0.265 -0.506 0.176 0.15
H -0.480 2.518 -0.055 0.25
H 1.660 3.023 0.562 0.29
H 2.708 0.551 -0.574 0.27
H 3.438 1.719 0.603 0.37
H 2.380 0.564 1.270 0.32
O -0.804 -4.399 -1.602 -0.62
H -0.702 -3.841 -2.357 0.32
H -0.647 -3.905 -0.846 0.30
```